(1)
{"formula": "CH3IN2O", "method": "ωB97M-V with the def2-TZVPD basis set", "total_energy_ha": -522.310347, "e_above_lowest_ev": 0.179, "smiles": "NNC(=O)I", "fmax_ev_per_a": 3.17, "e_homo_ev": -9.66, "total_charge": 0, "species": ["I", "O", "N", "N", "C", "H", "H", "H"], "coordinates": [[2.931, 0.397, -0.076], [0.755, -1.676, -0.172], [-1.365, 0.254, -0.127], [-0.020, 0.524, -0.162], [0.894, -0.489, -0.028], [-1.684, 0.238, 0.778], [-0.034, 1.463, 0.150], [-1.476, -0.711, -0.363]], "atomic_forces_ev_per_a": [[-0.58, -0.24, 0.22], [-0.50, 1.50, 0.55], [-1.34, -1.38, -2.51], [0.31, -0.90, 0.41], [1.02, 0.43, -0.92], [-0.82, 0.43, 3.00], [2.15, 0.88, 0.17], [-0.23, -0.73, -0.92]]}

---

(2)
{"formula": "C32H43N7O12P3S3Ti", "method": "ωB97M-V with the def2-TZVPD basis set", "total_energy_ha": -5599.761938, "e_above_lowest_ev": 0.785, "fmax_ev_per_a": 0.40, "e_homo_ev": -9.86, "total_charge": 1, "species": ["Ti", "S", "S", "S", "P", "P", "P", "O", "O", "O", "O", "O", "O", "O", "O", "O", "O", "O", "O", "N", "N", "N", "N", "N", "N", "N", "C", "C", "C", "C", "C", "C", "C", "C", "C", "C", "C", "C", "C", "C", "C", "C", "C", "C", "C", "C", "C", "C", "C", "C", "C", "C", "C", "C", "C", "C", "C", "C", "H", "H", "H", "H", "H", "H", "H", "H", "H", "H", "H", "H", "H", "H", "H", "H", "H", "H", "H", "H", "H", "H", "H", "H", "H", "H", "H", "H", "H", "H", "H", "H", "H", "H", "H", "H", "H", "H", "H", "H", "H", "H", "H"], "coordinates": [[0.040, 0.046, 0.400], [-0.549, 2.457, -0.396], [-5.653, -1.084, 3.674], [1.661, -1.203, -1.977], [-0.932, -1.715, 3.064], [1.230, 2.023, 2.793], [2.987, 0.220, 1.099], [-4.503, -1.703, 4.348], [1.860, 0.661, 0.149], [-6.026, 0.202, 4.215], [-6.721, -2.006, 3.367], [1.143, 0.042, -2.509], [-0.604, -1.238, 1.607], [4.336, 0.385, 0.294], [2.813, -1.053, 1.836], [0.241, 1.090, 2.081], [1.067, 3.469, 2.182], [3.075, -1.255, -1.660], [1.232, 1.997, 4.272], [-0.747, -3.307, -0.739], [-1.093, 2.748, -3.070], [-3.022, 1.565, -2.477], [-1.774, -0.399, -0.704], [0.742, -1.518, -0.669], [1.014, 2.880, -2.627], [3.500, 0.891, 3.649], [2.181, -3.587, -3.187], [-2.522, 2.700, -2.925], [0.173, -2.426, -3.878], [-1.063, -4.575, -0.477], [-4.346, 1.495, -2.332], [-4.643, 3.721, -3.134], [-0.118, -3.462, -4.745], [-4.607, -1.775, 1.235], [1.326, -2.498, -3.105], [3.866, 2.755, 2.047], [-2.042, -3.106, 3.009], [-0.186, 2.663, -2.070], [1.870, -4.618, -4.058], [2.298, 2.862, -1.943], [-4.866, -0.721, 2.101], [1.044, -4.988, 0.552], [-4.289, 0.520, 1.880], [-2.950, -0.438, 0.143], [0.603, -2.250, 3.809], [-0.201, -5.456, 0.157], [-1.635, -0.439, 4.074], [-3.635, -1.640, 0.260], [0.721, -4.574, -4.844], [-5.193, 2.545, -2.653], [1.381, -3.669, 0.297], [3.011, 1.535, 2.371], [-0.445, 3.001, -4.262], [0.871, 3.073, -3.983], [-3.318, 0.668, 0.897], [-3.265, 3.811, -3.272], [0.452, -2.878, -0.365], [0.378, -5.702, -5.774], [4.912, 2.466, 1.927], [0.032, -5.324, -6.736], [2.853, 1.234, 4.396], [2.918, 3.656, -2.353], [-1.600, -1.343, -1.051], [3.537, 3.199, 1.111], [-1.934, 0.232, -1.500], [3.410, -0.131, 3.538], [-4.737, 0.565, -1.937], [-2.458, 0.029, 3.535], [1.234, -6.351, -5.946], [-2.780, 4.714, -3.617], [-6.260, 2.437, -2.519], [-0.474, -1.562, -3.807], [1.743, -5.643, 1.056], [-3.070, -2.757, 3.144], [4.294, -0.162, -0.518], [2.128, 3.030, -0.884], [-2.049, -4.898, -0.793], [-2.075, -0.918, 4.952], [-1.007, -3.411, -5.361], [1.312, -1.426, 3.789], [2.763, 1.890, -2.081], [0.413, -2.562, 4.836], [-1.808, -3.758, 3.853], [-5.272, 4.563, -3.388], [-1.912, -3.650, 2.075], [3.079, -3.615, -2.585], [-5.126, -2.713, 1.391], [1.016, -3.079, 3.236], [-2.825, 1.620, 0.752], [-0.426, -6.309, -5.353], [2.326, -3.238, 0.601], [-3.358, -2.476, -0.372], [-4.558, 1.340, 2.535], [-0.981, 3.094, -5.189], [2.537, -5.468, -4.136], [3.776, 3.516, 2.822], [4.470, 1.127, 3.855], [-0.503, -6.478, 0.337], [1.717, 3.233, -4.625], [-0.883, 0.295, 4.357], [0.608, 3.466, 1.318]], "atomic_forces_ev_per_a": [[-0.25, -0.28, 0.14], [-0.04, 0.01, -0.04], [-0.06, 0.01, -0.03], [-0.01, -0.03, 0.08], [0.03, -0.04, 0.06], [0.10, 0.03, 0.03], [0.16, 0.17, 0.00], [0.04, -0.03, 0.01], [0.03, 0.11, -0.08], [0.00, 0.01, 0.00], [0.03, 0.01, 0.01], [-0.01, 0.03, 0.01], [-0.04, 0.00, -0.08], [-0.03, -0.02, 0.00], [-0.01, -0.12, 0.10], [-0.01, 0.08, 0.03], [0.00, -0.04, -0.02], [0.00, 0.01, -0.02], [-0.02, -0.02, -0.01], [-0.01, 0.02, -0.02], [0.01, 0.00, 0.03], [-0.01, 0.01, -0.01], [0.12, 0.25, -0.06], [-0.01, -0.03, -0.05], [-0.02, 0.01, -0.02], [0.01, 0.02, 0.02], [0.01, 0.01, 0.01], [0.02, -0.02, -0.01], [0.00, -0.01, -0.01], [0.00, -0.02, -0.01], [0.00, 0.00, 0.02], [0.02, 0.01, -0.01], [-0.01, 0.00, 0.01], [0.00, -0.04, -0.02], [-0.02, 0.01, 0.00], [0.00, -0.03, 0.00], [0.00, -0.01, 0.00], [0.04, 0.00, 0.01], [-0.01, -0.01, -0.01], [0.00, -0.01, -0.01], [0.00, 0.06, 0.06], [-0.01, -0.01, 0.00], [0.00, -0.03, -0.02], [0.02, 0.01, 0.01], [-0.01, 0.00, -0.04], [0.00, 0.02, 0.00], [0.01, 0.04, 0.01], [-0.01, 0.01, 0.01], [0.01, 0.00, 0.00], [0.00, -0.01, 0.00], [0.03, -0.01, 0.00], [-0.03, 0.00, -0.06], [-0.05, 0.00, -0.03], [0.04, 0.00, 0.02], [0.01, -0.02, -0.01], [-0.02, 0.01, 0.01], [0.03, -0.02, 0.03], [0.00, 0.00, 0.00], [0.00, 0.01, 0.00], [0.00, 0.00, 0.00], [0.00, -0.01, 0.00], [0.00, 0.00, 0.00], [0.00, -0.15, -0.07], [0.00, 0.00, 0.00], [-0.03, 0.01, 0.02], [-0.02, 0.00, 0.00], [0.00, 0.00, -0.01], [0.00, 0.02, 0.02], [0.00, 0.00, 0.00], [-0.01, 0.00, 0.00], [0.00, 0.00, 0.00], [0.00, 0.00, 0.00], [0.00, 0.00, 0.00], [-0.01, 0.02, -0.01], [0.00, 0.00, 0.00], [-0.01, 0.00, 0.00], [0.00, 0.00, 0.01], [-0.02, 0.00, -0.01], [0.00, 0.00, 0.00], [0.00, 0.00, 0.00], [0.01, 0.00, 0.01], [-0.01, 0.00, 0.00], [0.02, -0.01, -0.01], [0.00, 0.00, 0.00], [0.00, -0.01, 0.01], [0.00, 0.00, 0.00], [0.01, 0.00, -0.01], [0.01, 0.00, 0.01], [-0.01, 0.00, 0.01], [0.00, 0.00, 0.00], [-0.01, 0.00, -0.01], [0.00, 0.00, 0.00], [0.00, 0.00, 0.00], [0.00, 0.00, 0.00], [0.00, 0.00, 0.00], [0.00, 0.00, 0.00], [0.00, 0.00, 0.00], [0.00, 0.00, 0.00], [0.00, 0.00, 0.01], [-0.01, 0.01, -0.01], [0.00, 0.01, 0.02]]}